Entry 1:
Computed, not measured: C3H6ClO2PS in the gas phase, with ωB97M-V/def2-TZVPD.

Properties
DFT total energy, Ha: -1468.0288
Net charge: 0
Multiplicity: 1
E_HOMO (alpha / beta), eV: -9.69 / -9.04
Energy above the lowest of the compared OMol25 structures with the same formula, charge and spin, eV: 4.684
HOMO-LUMO gap (alpha / beta), eV: 7.17 / 6.98

```
14
Properties=species:S:1:pos:R:3:mulliken_charge:R:1
H 0.6111 -1.3969 0.4669 0.3120
Cl -3.1360 -1.8413 -0.0522 -0.1772
H 2.0486 0.7941 -0.2791 0.2661
H -0.4497 1.3380 -1.4500 0.3979
C 1.1135 0.6644 0.2443 0.3959
H 0.6117 -0.1458 -1.7489 0.2445
O -0.9414 -0.4336 -0.6452 -0.2503
O 0.7772 1.6459 1.0501 -0.4075
S -3.3867 1.4761 -0.2362 -0.2718
C 1.3779 -0.7857 0.8425 -1.0317
P -2.2862 -0.0727 0.3315 0.4745
H 2.4227 -1.0526 0.5396 0.3118
H 1.1539 -0.6796 1.9275 0.3161
C 0.0835 0.4897 -0.9908 -0.5803
```


Entry 2:
Computed, not measured: a molecular structure, C3H6ClO2Si, with ωB97M-V/def2-TZVPD.

Properties
DFT total energy, Ha: -1018.1874
Net charge: -1
Multiplicity: 1
E_HOMO, eV: -4.12
Energy above the lowest of the compared OMol25 structures with the same formula, charge and spin, eV: 0.581
HOMO-LUMO gap, eV: 7.75

```
13
Properties=species:S:1:pos:R:3:mulliken_charge:R:1
O -4.5908 -0.5920 0.3550 -0.2513
C -0.0139 0.1156 1.7321 -0.9866
H 0.6217 -0.7121 1.9771 0.3176
O -2.2195 -0.7259 0.1655 -0.0859
C -3.8506 -1.4153 0.0222 -0.2826
Si -0.8228 0.0817 -0.0593 0.4232
H -0.4458 -1.0033 -2.3596 0.3174
Cl -0.9260 2.1599 -0.1400 -0.4111
H -0.9316 0.2781 2.4032 0.1841
H 0.1400 0.6150 -2.3703 0.3143
H 1.0009 -0.7185 -1.6594 0.4098
H 0.6687 1.0209 1.8814 0.2697
C 0.0955 -0.2605 -1.7361 -1.2185
```


Please write out number 2 again, unchanged.
Computed, not measured: a molecular structure, C3H6ClO2Si, with ωB97M-V/def2-TZVPD.

Properties
DFT total energy, Ha: -1018.1874
Net charge: -1
Multiplicity: 1
E_HOMO, eV: -4.12
Energy above the lowest of the compared OMol25 structures with the same formula, charge and spin, eV: 0.581
HOMO-LUMO gap, eV: 7.75

```
13
Properties=species:S:1:pos:R:3:mulliken_charge:R:1
O -4.5908 -0.5920 0.3550 -0.2513
C -0.0139 0.1156 1.7321 -0.9866
H 0.6217 -0.7121 1.9771 0.3176
O -2.2195 -0.7259 0.1655 -0.0859
C -3.8506 -1.4153 0.0222 -0.2826
Si -0.8228 0.0817 -0.0593 0.4232
H -0.4458 -1.0033 -2.3596 0.3174
Cl -0.9260 2.1599 -0.1400 -0.4111
H -0.9316 0.2781 2.4032 0.1841
H 0.1400 0.6150 -2.3703 0.3143
H 1.0009 -0.7185 -1.6594 0.4098
H 0.6687 1.0209 1.8814 0.2697
C 0.0955 -0.2605 -1.7361 -1.2185
```